ORCA calculation (wB97M-V/def2-TZVPD) on C16H24N3ORhS2 as an isolated structure.

Output
* relative energy (zero: lowest compared OMol25 entry of this formula, charge and spin): 0.041 eV
* HOMO: -14.6 eV
* LUMO: -0.29506 hartree
* E_tot: -48162.540 eV
* HOMO-LUMO gap: 6.54 eV

Structure (ORCA input):
```
! wB97M-V def2-TZVPD RIJCOSX def2/J DEFGRID3
* xyz 2 1
Rh -0.737 -1.269 0.216
S 3.626 -1.254 -0.154
C 3.012 -1.638 -1.699
C 1.646 -1.588 -1.766
C 1.084 -1.249 -0.509
C 2.042 -1.045 0.454
C 1.575 -0.699 1.779
C 2.313 -0.409 2.915
C 1.651 -0.056 4.079
C 0.261 0.004 4.098
C -0.428 -0.313 2.948
N 0.220 -0.658 1.826
H 3.699 -1.897 -2.491
H 1.093 -1.826 -2.664
H 3.392 -0.465 2.879
H 2.216 0.174 4.973
H -0.283 0.285 4.988
H -1.508 -0.295 2.896
C -4.702 -3.084 1.518
C -3.240 -2.785 1.722
O -2.815 -1.672 0.866
H -4.994 -3.917 2.159
H -4.908 -3.361 0.485
H -5.322 -2.229 1.795
H -2.614 -3.626 1.430
H -3.019 -2.521 2.756
H -3.537 -1.037 0.784
C 0.717 2.470 0.589
N 0.888 2.050 -0.802
C 2.257 2.211 -1.311
C -0.060 1.455 -1.512
S -1.410 0.623 -0.712
N -0.105 1.552 -2.835
C 0.442 2.713 -3.556
C -0.866 0.634 -3.694
H 1.116 3.479 0.688
H 1.274 1.812 1.256
H -0.332 2.479 0.863
H 2.935 1.904 -0.515
H 2.475 3.244 -1.577
H 2.414 1.561 -2.166
H 0.605 3.537 -2.870
H -0.301 3.015 -4.292
H 1.367 2.467 -4.074
H -0.967 -0.338 -3.226
H -0.317 0.524 -4.627
H -1.854 1.039 -3.911
*
```

---

ORCA calculation (wB97M-V/def2-TZVPD) on C5HBeF2O as an isolated structure in a non-equilibrium geometry.

Output
* HOMO (alpha / beta): -25.5 / -25.5 eV
* LUMO (alpha / beta): -0.65191 / -0.65194 hartree
* E_tot: -13037.070 eV
* HOMO-LUMO gap (alpha / beta): 7.71 / 7.71 eV

Structure (ORCA input):
```
! wB97M-V def2-TZVPD RIJCOSX def2/J DEFGRID3
* xyz 3 1
C 0.641 2.764 0.734
C 0.616 3.566 1.627
F 0.786 4.305 2.603
O 0.259 1.535 0.411
C -0.052 0.515 -0.022
C -0.905 -2.546 -0.767
C -0.040 -3.082 -1.444
H -1.855 -2.606 -0.241
F 0.887 -3.532 -2.129
Be -0.337 -0.919 -0.770
*
```

---

ORCA calculation (wB97M-V/def2-TZVPD) on a 2-piece molecular cluster, C8H24N4O2P overall.

Output
* HOMO: -13.8 eV
* LUMO: -0.08549 hartree
* E_tot: -28021.694 eV
* HOMO-LUMO gap: 11.43 eV

Structure (ORCA input):
```
! wB97M-V def2-TZVPD RIJCOSX def2/J DEFGRID3
* xyz 1 1
C 4.632 0.410 0.832
C 3.535 1.466 0.847
C 2.312 1.022 0.052
N 1.064 1.721 0.492
P -0.125 0.712 0.984
N -1.235 1.572 1.813
C -1.704 2.875 1.261
C -3.083 2.788 0.619
N -0.584 -0.115 -0.348
C -1.857 -0.882 -0.299
C -1.924 -1.839 0.875
H 5.564 0.838 1.189
H 4.385 -0.428 1.480
H 4.807 0.030 -0.172
H 3.918 2.390 0.419
H 3.242 1.667 1.879
H 2.458 1.229 -1.005
H 2.197 -0.060 0.134
H 1.274 2.407 1.210
H 0.381 -0.227 1.874
H -2.005 1.006 2.149
H -1.729 3.582 2.086
H -0.971 3.246 0.553
H -3.705 2.055 1.128
H -3.032 2.539 -0.439
H -3.586 3.747 0.697
H -0.487 0.444 -1.187
H -2.710 -0.203 -0.321
H -1.905 -1.465 -1.213
H -2.929 -2.250 0.925
H -1.233 -2.667 0.744
H -1.727 -1.381 1.845
C 0.150 -3.850 -3.231
N -1.236 -3.631 -2.732
O -1.665 -4.385 -1.889
O -1.851 -2.696 -3.206
H 0.563 -4.711 -2.720
H 0.085 -4.012 -4.302
H 0.714 -2.946 -3.022
*
```

---

ORCA calculation (wB97M-V/def2-TZVPD) on C12H26Cl2NPSTi as an isolated structure in a non-equilibrium geometry.

Output
* relative energy (zero: lowest compared OMol25 entry of this formula, charge and spin): 0.004 eV
* HOMO (alpha / beta): -2.8 / -2.7 eV
* LUMO (alpha / beta): 0.10527 / 0.10527 hartree
* ⟨S²⟩: 0.765
* E_tot: -82641.994 eV
* HOMO-LUMO gap (alpha / beta): 5.68 / 5.59 eV

Structure (ORCA input):
```
! wB97M-V def2-TZVPD RIJCOSX def2/J DEFGRID3
* xyz -1 2
Ti -0.224 -0.022 -1.965
Cl 1.997 0.094 -1.999
Cl -2.307 -0.049 -2.847
H -0.752 1.747 -1.350
H 0.088 1.719 -1.275
P 0.086 -0.036 -5.055
C 1.713 -0.597 -5.866
C -1.101 -0.854 -6.239
C 0.067 1.746 -5.690
C 2.265 -1.792 -5.089
H 2.361 0.277 -5.687
C 1.724 -0.919 -7.365
H 1.188 -1.851 -7.590
H 2.773 -1.062 -7.660
H 1.325 -0.124 -7.997
H 2.293 -1.595 -4.013
H 3.294 -1.981 -5.424
H 1.680 -2.703 -5.268
H 1.041 2.109 -5.322
C -1.043 2.542 -4.998
C 0.027 1.945 -7.208
H 0.969 1.664 -7.683
H -0.113 3.016 -7.416
H -0.799 1.405 -7.688
H -0.984 2.467 -3.904
H -2.038 2.208 -5.314
H -0.936 3.600 -5.275
C -1.154 -2.351 -5.916
H -0.672 -0.713 -7.239
C -2.503 -0.259 -6.222
H -0.212 -2.875 -6.112
H -1.915 -2.818 -6.558
H -1.445 -2.500 -4.866
H -2.868 -0.178 -5.191
H -3.169 -0.934 -6.777
H -2.567 0.716 -6.711
S -0.276 0.857 1.317
C 0.160 -0.745 1.830
C -0.098 -1.698 0.866
N -0.511 -1.127 -0.332
C -1.089 0.121 -0.056
H 0.572 -0.930 2.805
H -0.034 -2.778 0.975
H -2.170 0.247 -0.130
*
```

---

ORCA calculation (wB97M-V/def2-TZVPD) on a 9-piece molecular cluster, C54H52F2O14 overall in a non-equilibrium geometry.

Output
* relative energy (zero: lowest compared OMol25 entry of this formula, charge and spin): 0.000 eV
* HOMO: -7.7 eV
* LUMO: 0.01061 hartree
* E_tot: -90941.108 eV
* HOMO-LUMO gap: 8.02 eV

Structure (ORCA input):
```
! wB97M-V def2-TZVPD RIJCOSX def2/J DEFGRID3
* xyz 0 1
O 14.060 -6.070 -11.959
C 15.162 -6.330 -12.749
C 16.264 -7.027 -12.289
C 17.382 -7.149 -13.106
C 17.282 -6.777 -14.439
O 18.232 -7.129 -15.374
C 16.139 -6.164 -14.917
C 15.066 -5.955 -14.075
H 14.276 -6.002 -11.025
H 16.353 -7.276 -11.237
H 18.283 -7.662 -12.789
H 19.010 -7.526 -14.971
H 16.063 -5.893 -15.963
H 14.178 -5.479 -14.464
O 10.821 -0.346 -10.530
C 11.171 -1.478 -11.212
C 11.271 -2.669 -10.512
C 11.551 -3.854 -11.183
C 11.737 -3.863 -12.558
O 11.864 -5.040 -13.257
C 11.697 -2.661 -13.245
C 11.409 -1.479 -12.572
H 10.944 0.411 -11.110
H 11.169 -2.645 -9.434
H 11.541 -4.791 -10.638
H 12.567 -5.555 -12.828
H 11.912 -2.576 -14.302
H 11.361 -0.562 -13.153
O 12.862 -5.137 -22.332
C 11.911 -4.145 -22.313
C 10.825 -4.298 -21.461
C 9.807 -3.357 -21.429
C 9.892 -2.254 -22.267
O 8.908 -1.277 -22.293
C 11.008 -2.039 -23.060
C 12.017 -2.994 -23.084
H 13.655 -4.862 -22.801
H 10.745 -5.229 -20.909
H 8.968 -3.548 -20.773
H 8.057 -1.697 -22.134
H 11.039 -1.159 -23.687
H 12.937 -2.812 -23.633
O 16.113 -11.641 -21.433
C 15.131 -10.676 -21.459
C 13.796 -11.001 -21.268
C 12.840 -10.001 -21.346
C 13.229 -8.681 -21.551
O 12.229 -7.764 -21.702
C 14.568 -8.368 -21.725
C 15.520 -9.385 -21.759
H 15.751 -12.505 -21.222
H 13.460 -12.028 -21.188
H 11.791 -10.263 -21.378
H 12.606 -6.907 -21.950
H 14.862 -7.354 -21.971
H 16.575 -9.207 -21.918
O 13.803 -12.693 -16.042
C 14.473 -11.543 -16.392
C 14.384 -10.995 -17.666
C 15.056 -9.820 -17.983
C 15.890 -9.241 -17.038
O 16.602 -8.138 -17.409
C 16.008 -9.799 -15.768
C 15.327 -10.971 -15.465
H 13.749 -13.295 -16.790
H 13.681 -11.454 -18.356
H 15.065 -9.380 -18.972
H 17.144 -7.881 -16.648
H 16.617 -9.352 -14.992
H 15.511 -11.507 -14.541
O 9.036 -4.778 -15.880
C 9.212 -3.460 -16.223
C 9.292 -3.136 -17.566
C 9.493 -1.815 -17.948
C 9.604 -0.828 -16.976
O 9.827 0.483 -17.278
C 9.571 -1.168 -15.630
C 9.409 -2.483 -15.245
H 9.326 -4.929 -14.974
H 9.100 -3.939 -18.269
H 9.416 -1.552 -18.998
H 9.928 0.558 -18.234
H 9.811 -0.413 -14.891
H 9.313 -2.777 -14.206
O 9.950 1.027 -20.427
C 11.242 1.303 -20.037
C 12.146 0.265 -19.836
C 13.455 0.543 -19.465
C 13.836 1.859 -19.263
O 15.133 2.189 -18.963
C 12.904 2.881 -19.337
C 11.610 2.605 -19.771
H 9.973 0.226 -20.964
H 11.842 -0.758 -20.030
H 14.153 -0.277 -19.350
H 15.611 1.399 -18.694
H 13.237 3.882 -19.101
H 10.881 3.404 -19.725
F 10.404 -7.365 -12.202
C 10.796 -8.133 -13.240
C 11.670 -9.182 -12.988
C 12.114 -9.937 -14.052
C 11.676 -9.673 -15.335
C 10.792 -8.630 -15.565
C 10.381 -7.823 -14.513
H 12.033 -9.299 -11.975
H 12.842 -10.717 -13.874
H 11.954 -10.357 -16.126
H 10.462 -8.403 -16.571
H 9.654 -7.039 -14.680
F 12.460 -2.642 -18.487
C 12.740 -3.916 -18.133
C 13.392 -4.760 -19.005
C 13.616 -6.077 -18.613
C 13.251 -6.502 -17.342
C 12.589 -5.629 -16.485
C 12.288 -4.353 -16.907
H 13.663 -4.421 -19.997
H 14.161 -6.722 -19.293
H 13.472 -7.516 -17.028
H 12.277 -5.966 -15.507
H 11.688 -3.659 -16.329
*
```

---

ORCA calculation (wB97M-V/def2-TZVPD) on a 10-piece molecular cluster, C36H100N8O10 overall in a non-equilibrium geometry.

Output
* HOMO (alpha / beta): 0.6 / -6.9 eV
* LUMO (alpha / beta): 0.07831 / 0.07618 hartree
* ⟨S²⟩: 0.750
* E_tot: -71338.557 eV
* HOMO-LUMO gap (alpha / beta): 1.51 / 8.97 eV

Structure (ORCA input):
```
! wB97M-V def2-TZVPD RIJCOSX def2/J DEFGRID3
* xyz -1 2
C -4.565 4.649 4.517
C -3.578 4.057 3.476
C -3.613 4.688 1.930
O -2.583 4.210 1.028
C -2.884 2.841 0.678
N -2.128 4.289 3.874
H -4.201 4.444 5.524
H -5.470 4.043 4.482
H -4.895 5.678 4.379
H -3.747 2.980 3.460
H -3.440 5.762 1.986
H -4.569 4.478 1.450
H -3.766 2.762 0.042
H -3.041 2.271 1.594
H -2.157 2.265 0.106
H -1.886 5.253 3.698
H -1.570 3.747 3.228
C 4.459 0.009 6.970
C 3.265 -0.977 7.132
C 2.638 -1.312 5.781
O 2.356 -0.270 4.866
C 1.796 -0.706 3.619
N 3.929 -2.168 7.657
H 5.044 0.296 7.844
H 4.051 0.912 6.515
H 5.113 -0.489 6.255
H 2.473 -0.523 7.727
H 1.757 -1.936 5.928
H 3.296 -1.959 5.202
H 2.411 -1.521 3.235
H 1.668 0.137 2.940
H 0.786 -1.102 3.728
H 4.518 -2.615 6.970
H 4.505 -1.903 8.443
C -0.833 3.195 -2.477
C 0.592 3.611 -2.052
C 0.655 4.755 -0.980
O 0.004 5.857 -1.583
C -0.739 6.689 -0.777
N 1.346 2.392 -1.789
H -1.377 4.111 -2.708
H -1.423 2.633 -1.754
H -0.935 2.595 -3.381
H 1.031 4.124 -2.907
H 1.673 5.076 -0.758
H 0.126 4.415 -0.089
H -1.569 6.100 -0.386
H -1.040 7.575 -1.336
H -0.076 6.882 0.066
H 2.250 2.498 -1.352
H 1.394 1.844 -2.636
C -0.438 -0.962 -6.911
C -0.333 -1.602 -5.499
C 0.483 -0.860 -4.361
O 1.907 -0.885 -4.727
C 2.758 -0.412 -3.545
N -1.717 -1.602 -5.013
H -1.157 -0.143 -6.944
H -0.439 -1.573 -7.814
H 0.509 -0.423 -6.933
H 0.059 -2.607 -5.654
H 0.370 -1.351 -3.394
H 0.189 0.146 -4.063
H 2.468 0.622 -3.355
H 3.753 -0.199 -3.936
H 2.838 -0.914 -2.582
H -1.937 -0.892 -4.329
H -1.953 -2.498 -4.612
C 3.612 -2.594 0.062
C 3.768 -4.022 -0.607
C 3.639 -5.274 0.357
O 4.837 -5.550 1.196
C 4.584 -6.655 2.052
N 2.940 -4.133 -1.747
H 2.574 -2.268 0.137
H 4.192 -1.802 -0.412
H 3.891 -2.648 1.114
H 4.774 -4.156 -1.004
H 3.319 -6.211 -0.100
H 2.714 -5.128 0.914
H 3.974 -6.311 2.887
H 5.508 -7.057 2.467
H 4.148 -7.542 1.592
H 3.261 -4.992 -2.171
H 3.214 -3.394 -2.378
C -5.471 0.869 3.165
C -5.641 -0.636 2.951
C -4.366 -1.348 2.421
O -4.677 -2.651 2.022
C -3.560 -3.400 1.586
N -5.960 -1.247 4.171
H -6.313 1.331 3.680
H -5.375 1.419 2.228
H -4.530 1.129 3.650
H -6.464 -0.760 2.248
H -3.545 -1.275 3.134
H -4.011 -0.734 1.593
H -3.710 -4.461 1.787
H -2.675 -3.243 2.203
H -3.300 -3.260 0.537
H -5.247 -1.119 4.875
H -5.988 -2.237 3.974
C 3.820 1.572 1.153
C 4.796 2.259 0.200
C 5.746 1.219 -0.365
O 6.636 0.766 0.600
C 7.800 0.239 0.111
N 3.999 2.940 -0.872
H 3.403 0.695 0.658
H 3.074 2.202 1.637
H 4.475 1.149 1.915
H 5.456 2.820 0.860
H 6.381 1.595 -1.168
H 5.261 0.305 -0.707
H 7.725 -0.372 -0.789
H 8.109 -0.291 1.012
H 8.521 1.057 0.098
H 4.609 3.155 -1.648
H 3.755 3.900 -0.672
C -4.266 1.408 -6.080
C -5.345 1.508 -4.944
C -4.900 2.414 -3.783
O -3.752 1.849 -3.067
C -3.890 0.734 -2.129
N -6.563 2.078 -5.566
H -3.938 2.367 -6.481
H -4.557 0.785 -6.926
H -3.439 0.822 -5.679
H -5.526 0.480 -4.633
H -5.701 2.485 -3.048
H -4.525 3.368 -4.154
H -2.916 0.454 -1.728
H -4.296 -0.081 -2.729
H -4.524 1.073 -1.310
H -6.432 3.035 -5.863
H -6.582 1.591 -6.450
C -0.988 -6.565 -1.041
C 0.030 -5.461 -1.311
O 1.102 -5.976 -1.954
H -1.780 -6.136 -0.428
H -0.677 -7.370 -0.375
H -1.379 -7.004 -1.959
H 0.382 -5.012 -0.383
H -0.535 -4.634 -1.742
H 1.806 -5.334 -2.069
C -0.239 -1.670 0.087
C 0.358 -0.463 -0.629
O 0.171 0.627 0.154
H -1.290 -1.623 0.371
H 0.372 -1.939 0.949
H -0.156 -2.459 -0.660
H -0.129 -0.521 -1.603
H 1.430 -0.518 -0.814
H 0.584 1.353 -0.319
*
```

---

ORCA calculation (wB97M-V/def2-TZVPD) on one molecule with the formula C3H2N2O2 in a non-equilibrium geometry.

Output
* relative energy (zero: lowest compared OMol25 entry of this formula, charge and spin): 0.500 eV
* HOMO: -10.5 eV
* LUMO: 0.00855 hartree
* E_tot: -10217.689 eV
* HOMO-LUMO gap: 10.76 eV

Structure (ORCA input):
```
! wB97M-V def2-TZVPD RIJCOSX def2/J DEFGRID3
* xyz 0 1
O 2.211 -0.033 0.083
C 1.023 -0.017 -0.035
N 0.299 -1.206 -0.102
C -0.985 -1.145 0.006
O -1.703 -0.002 0.065
C -0.926 1.161 -0.017
N 0.328 1.239 -0.038
H -1.593 -2.007 0.125
H -1.530 2.062 -0.048
*
```

---

ORCA calculation (wB97M-V/def2-TZVPD) on a 2-piece molecular cluster, C4H11N2O overall in a non-equilibrium geometry.

Output
* relative energy (zero: lowest compared OMol25 entry of this formula, charge and spin): 3.518 eV
* HOMO: -12.7 eV
* LUMO: -0.11551 hartree
* E_tot: -9345.339 eV
* HOMO-LUMO gap: 9.55 eV

Structure (ORCA input):
```
! wB97M-V def2-TZVPD RIJCOSX def2/J DEFGRID3
* xyz 1 1
C -1.603 -0.601 0.117
C -2.300 -1.594 0.720
O -1.778 -2.345 1.708
H -1.919 -0.247 -0.915
H -1.176 0.107 0.789
H -3.328 -1.874 0.474
H -2.464 -2.987 1.908
C 1.841 0.584 -0.473
C 0.926 1.559 -0.570
N 1.156 2.896 -0.847
N 1.397 -0.763 -0.195
H 2.901 0.653 -0.495
H -0.126 1.277 -0.619
H 0.529 3.546 -0.356
H 2.148 3.216 -0.808
H 1.383 -0.995 0.786
H 1.992 -1.504 -0.689
H 0.421 -0.930 -0.533
*
```

---

ORCA calculation (wB97M-V/def2-TZVPD) on C17H21ClIrNO5SSe2 as an isolated structure in a non-equilibrium geometry.

Output
* relative energy (zero: lowest compared OMol25 entry of this formula, charge and spin): 20.975 eV
* HOMO: -7.0 eV
* LUMO: -0.03004 hartree
* E_tot: -186566.426 eV
* HOMO-LUMO gap: 6.23 eV

Structure (ORCA input):
```
! wB97M-V def2-TZVPD RIJCOSX def2/J DEFGRID3
* xyz 0 1
Ir -0.023 -0.227 0.477
O -2.748 -1.050 -0.164
C -3.886 -0.612 0.554
C -3.521 0.153 1.832
C -4.884 0.424 2.501
O -4.695 1.217 3.664
C -2.694 -0.636 2.852
Se -0.984 -1.428 2.332
C -2.880 1.523 1.578
Se -1.437 1.686 0.283
H -3.018 -1.604 -0.902
H -4.504 -1.473 0.840
H -4.499 0.050 -0.071
H -5.349 -0.534 2.761
H -5.536 0.941 1.786
H -5.555 1.413 4.045
H -3.275 -1.488 3.213
H -2.512 0.016 3.703
H -2.568 1.947 2.529
H -3.627 2.200 1.151
Cl 4.984 -1.326 1.350
C 3.660 0.015 1.542
C 4.061 1.328 1.381
C 3.099 2.321 1.384
C 1.761 1.962 1.410
N 1.388 0.689 1.566
C 2.335 -0.250 1.778
H 5.106 1.588 1.234
H 3.370 3.361 1.269
H 0.961 2.671 1.248
H 1.966 -1.239 2.012
C 5.079 -1.772 2.891
C 4.078 -2.681 1.628
C 3.100 -3.364 1.034
C 2.251 -2.840 -0.044
C 2.500 -1.818 -0.896
C 3.782 -1.202 -1.214
C 4.884 -1.143 -0.474
S 1.114 -1.166 -1.840
O -0.082 -1.807 -1.243
O 1.327 -1.367 -3.236
O 1.102 0.260 -1.392
H 5.468 -1.849 3.890
H 5.841 -0.244 1.342
H 6.098 -2.043 1.025
H 2.814 -4.321 1.456
H 1.266 -3.288 -0.110
H 3.866 -0.868 -2.247
H 5.862 -1.025 -0.936
*
```